Entry 1:
This record from the OMol25 dataset describes an isolated ion of composition C3H9N2S and charge +1 in a non-equilibrium geometry. The level of theory is ωB97M-V/def2-TZVPD.

SMILES string ... C[C@H](S)C(N)=[NH2+]
ΔE to the lowest compared entry with this formula, charge and spin ... 31.3 kJ/mol
Gap between HOMO and LUMO ... 10.2 eV
Highest occupied orbital energy ... -0.510 Ha
E ... -627.15816 a.u.

Geometry as ORCA input:
```
! RIJCOSX wB97M-V def2-TZVPD def2/J DEFGRID3
* xyz 1 1
C -0.515 -1.663 0.249
C -0.706 -0.118 0.430
S -2.243 0.639 -0.173
C 0.534 0.544 -0.008
N 1.702 0.432 0.614
N 0.449 1.334 -1.051
H -1.453 -2.258 0.280
H 0.035 -2.020 -0.603
H 0.140 -2.078 1.060
H -0.878 0.179 1.544
H -2.052 0.708 -1.538
H 1.624 0.003 1.561
H 2.505 0.997 0.316
H -0.458 1.563 -1.335
H 1.315 1.738 -1.344
*
```

***

Entry 2:
This record from the OMol25 dataset describes a 9-piece molecular cluster, C37H100N8O11 overall in a non-equilibrium geometry. The level of theory is ωB97M-V/def2-TZVPD.

SMILES string ... COC[C@H](C)N.COC[C@H](C)N.COC[C@H](C)N.COC[C@H](C)N.COC[C@H](C)N.COC[C@H](C)N.COCCNCCOC.COCCNCCOC.CO
ΔE to the lowest compared entry with this formula, charge and spin ... 252.6 kJ/mol
Gap between HOMO and LUMO ... 9.0 eV
Highest occupied orbital energy ... -0.310 Ha
E ... -2734.94690 a.u.

Geometry as ORCA input:
```
! RIJCOSX wB97M-V def2-TZVPD def2/J DEFGRID3
* xyz 0 1
C -4.453 -7.809 -34.194
O -5.312 -8.428 -35.084
C -5.166 -9.831 -35.021
C -3.767 -10.528 -35.276
C -3.061 -10.221 -36.604
N -3.855 -11.976 -35.092
H -4.602 -7.866 -33.116
H -4.789 -6.778 -34.308
H -3.379 -7.795 -34.384
H -5.575 -10.203 -34.082
H -5.893 -10.237 -35.725
H -3.109 -10.230 -34.460
H -2.973 -9.136 -36.659
H -3.615 -10.523 -37.493
H -2.087 -10.708 -36.648
H -2.968 -12.406 -34.872
H -4.283 -12.541 -35.811
C -9.339 -1.845 -38.596
O -9.139 -2.151 -39.998
C -10.079 -3.095 -40.396
C -9.734 -3.494 -41.842
C -9.330 -2.274 -42.709
N -10.889 -4.125 -42.425
H -9.455 -2.791 -38.067
H -10.163 -1.139 -38.484
H -8.482 -1.377 -38.112
H -10.123 -3.916 -39.680
H -11.051 -2.605 -40.354
H -8.985 -4.272 -41.700
H -10.068 -1.477 -42.620
H -9.270 -2.537 -43.765
H -8.467 -1.740 -42.310
H -10.873 -4.559 -43.337
H -11.364 -4.778 -41.819
C -11.147 0.540 -36.518
O -10.479 -0.513 -35.771
C -9.670 0.069 -34.725
C -8.507 0.962 -35.022
C -7.451 0.546 -36.196
N -7.753 1.226 -33.829
H -11.605 0.148 -37.426
H -10.323 1.157 -36.876
H -11.913 1.122 -36.006
H -10.406 0.483 -34.036
H -9.443 -0.878 -34.237
H -8.807 1.971 -35.307
H -6.485 1.018 -36.014
H -7.631 0.906 -37.209
H -7.397 -0.537 -36.083
H -7.039 1.880 -34.116
H -8.181 1.734 -33.068
C -3.743 -1.445 -42.713
O -3.718 -1.907 -41.315
C -4.612 -1.341 -40.417
C -4.378 -1.785 -38.938
C -2.997 -1.497 -38.276
N -4.467 -3.313 -39.018
H -4.686 -1.094 -43.131
H -3.287 -2.247 -43.294
H -3.100 -0.602 -42.965
H -4.723 -0.259 -40.495
H -5.587 -1.727 -40.715
H -5.280 -1.505 -38.394
H -2.169 -1.954 -38.817
H -2.891 -1.624 -37.198
H -3.024 -0.422 -38.457
H -5.359 -3.451 -39.470
H -3.703 -3.666 -39.576
C -4.697 -1.379 -34.477
O -5.135 -2.707 -34.593
C -6.542 -2.868 -35.006
C -6.939 -4.359 -34.835
C -8.493 -4.540 -35.243
N -6.789 -4.706 -33.483
H -4.906 -0.745 -35.339
H -3.617 -1.345 -34.334
H -5.246 -1.112 -33.574
H -7.227 -2.191 -34.497
H -6.803 -2.577 -36.024
H -6.327 -4.994 -35.476
H -8.702 -4.332 -36.292
H -9.081 -3.769 -34.745
H -8.740 -5.566 -34.973
H -5.983 -4.189 -33.164
H -6.479 -5.664 -33.412
C -7.678 -9.238 -32.711
O -8.796 -9.153 -31.797
C -8.647 -8.317 -30.598
C -8.393 -6.822 -30.885
C -8.560 -6.027 -29.641
N -9.210 -6.160 -31.822
H -6.700 -9.502 -32.309
H -7.682 -8.312 -33.286
H -7.903 -10.129 -33.298
H -9.507 -8.447 -29.942
H -7.771 -8.609 -30.019
H -7.386 -6.758 -31.296
H -9.632 -6.029 -29.443
H -8.143 -5.031 -29.794
H -7.938 -6.395 -28.826
H -8.671 -5.788 -32.590
H -9.866 -6.853 -32.153
C -13.143 0.182 -31.613
O -13.803 -0.861 -32.327
C -13.276 -1.029 -33.662
C -14.159 -2.042 -34.450
N -14.205 -3.346 -33.831
C -12.892 -4.025 -33.801
C -12.937 -5.484 -33.116
O -13.163 -6.483 -34.099
C -12.073 -6.898 -34.873
H -12.948 1.009 -32.296
H -12.205 -0.250 -31.265
H -13.676 0.452 -30.701
H -12.299 -1.404 -33.356
H -13.122 -0.058 -34.132
H -13.889 -2.162 -35.500
H -15.176 -1.657 -34.378
H -14.617 -4.049 -34.427
H -12.109 -3.406 -33.363
H -12.606 -4.094 -34.850
H -13.712 -5.543 -32.352
H -12.095 -5.526 -32.425
H -12.445 -7.709 -35.500
H -11.200 -7.185 -34.286
H -11.576 -6.178 -35.523
C -10.002 -16.687 -39.406
O -9.968 -15.306 -39.570
C -10.911 -14.695 -38.675
C -10.924 -13.154 -38.836
N -9.724 -12.500 -38.282
C -9.923 -10.991 -38.296
C -8.693 -10.387 -37.587
O -8.755 -8.955 -37.723
C -7.930 -8.072 -36.960
H -10.049 -16.917 -38.341
H -9.017 -16.896 -39.823
H -10.798 -17.223 -39.922
H -10.629 -14.980 -37.662
H -11.911 -15.115 -38.791
H -11.834 -12.788 -38.361
H -11.040 -12.826 -39.869
H -8.901 -12.899 -38.710
H -10.760 -10.672 -37.675
H -9.987 -10.685 -39.340
H -7.784 -10.712 -38.094
H -8.705 -10.532 -36.507
H -7.760 -8.366 -35.924
H -8.421 -7.100 -36.930
H -7.006 -7.912 -37.516
C -7.647 -2.042 -30.773
O -9.001 -2.184 -31.104
H -7.036 -2.923 -30.970
H -7.185 -1.185 -31.261
H -7.614 -1.882 -29.695
H -9.263 -3.107 -31.138
*
```

***

Entry 3:
This record from the OMol25 dataset describes C16H26IrOS5 as an isolated structure in a non-equilibrium geometry. The level of theory is ωB97M-V/def2-TZVPD.

ΔE to the lowest compared entry with this formula, charge and spin ... 78.9 kJ/mol
Gap between HOMO and LUMO (spin up / spin down) ... 5.6 / 5.6 eV
Highest occupied orbital energy (spin up / spin down) ... -0.641 / -0.641 Ha
E ... -2794.77406 a.u.

Geometry as ORCA input:
```
! RIJCOSX wB97M-V def2-TZVPD def2/J DEFGRID3
* xyz 3 1
Ir -0.196 0.384 1.167
C -2.761 -1.192 -0.125
C -1.951 -0.952 -1.380
S -0.649 0.311 -1.248
C -1.533 1.861 -1.531
C -2.381 2.351 -0.384
S -1.391 2.441 1.130
C -2.607 2.117 2.426
C -1.860 1.804 3.700
S -0.638 0.470 3.582
C -1.616 -1.029 3.847
C -2.555 -1.415 2.725
S -1.600 -1.609 1.197
H -3.429 -2.041 -0.285
H -3.359 -0.339 0.185
H -2.609 -0.675 -2.206
H -1.406 -1.848 -1.684
H -2.153 1.728 -2.420
H -0.741 2.567 -1.787
H -3.262 1.739 -0.196
H -2.716 3.368 -0.604
H -3.270 1.322 2.091
H -3.202 3.023 2.573
H -2.560 1.557 4.500
H -1.272 2.660 4.036
H -2.174 -0.900 4.776
H -0.862 -1.798 4.028
H -3.365 -0.708 2.560
H -2.995 -2.387 2.960
C 2.593 -2.110 -4.653
C 2.656 -1.349 -3.362
C 2.493 -1.994 -2.131
C 2.588 -1.299 -0.938
C 2.858 0.066 -0.981
C 2.987 0.744 -2.189
C 2.888 0.028 -3.370
S 2.971 0.998 0.503
C 4.419 0.350 1.307
O 1.818 0.410 1.422
H 2.514 -3.183 -4.499
H 3.478 -1.904 -5.255
H 1.748 -1.780 -5.261
H 2.333 -3.065 -2.111
H 2.475 -1.814 0.010
H 3.177 1.811 -2.208
H 3.013 0.539 -4.316
H 4.416 -0.737 1.287
H 4.399 0.726 2.329
H 5.286 0.755 0.783
*
```